Molecular formula: C27H30ClCrIN4O3
Method: DFT, ωB97M-V/def2-TZVPD

XYZ file:
```
67
Properties=species:S:1:pos:R:3:forces:R:3
I 2.628904 1.694972 -0.847694 0.22 0.13 0.03
N 1.884896 -2.972630 -1.221563 -0.03 0.04 -0.02
C 1.992477 -4.415332 -1.025853 0.00 0.02 0.03
C 4.037324 -0.446130 2.605030 -0.01 0.02 -0.03
C -4.486032 0.635275 -1.662539 -0.03 0.00 0.02
H -2.230565 -3.079505 -2.545089 0.00 0.00 0.00
H -5.231280 0.407168 2.763736 -0.02 0.01 -0.01
H 2.641805 7.092441 -0.817567 0.00 -0.01 0.00
O -1.790285 0.497731 -1.019174 -0.30 -0.14 0.17
C -0.477457 2.790973 -1.695227 0.23 -0.02 0.39
C 1.831520 5.746963 -2.287283 -0.01 -0.04 0.08
H -5.571082 0.580814 -1.677426 0.01 0.00 0.00
H -0.600036 -4.673510 -0.195511 -0.02 0.00 0.00
H 2.956427 -4.732046 -1.424399 -0.01 0.01 -0.02
C -4.007312 0.543561 -0.247193 -0.06 -0.02 0.02
C 0.855817 -5.127914 -1.718706 0.00 0.01 -0.04
H 2.945957 -1.620278 4.033118 0.01 0.00 0.00
N 0.247839 0.367181 0.890638 0.10 0.25 -0.02
H -1.291019 -4.916851 -1.796272 0.01 0.00 -0.01
H -2.307874 -2.320700 -0.945736 0.01 0.02 0.01
Cl -0.154660 3.695141 1.192325 0.04 0.05 -0.08
H -1.499688 2.951622 -1.352897 0.02 0.00 0.02
H -4.068273 -0.167013 -2.272442 0.00 -0.01 0.00
H 1.992719 -4.643193 0.045948 0.02 0.00 0.00
C 2.885698 -0.989664 3.156635 0.01 0.01 -0.01
C 3.941987 0.330296 1.461221 -0.03 -0.09 0.11
H -1.545229 -1.469091 -2.292377 0.01 0.04 -0.01
C -0.439080 -4.496067 -1.264358 -0.03 0.02 0.01
C -2.603483 0.493586 0.008589 0.14 0.06 -0.39
C -3.138141 0.384347 2.369837 -0.02 0.01 0.02
O 0.707049 -1.072280 -1.551890 -0.21 0.34 -0.17
H 2.303397 6.239761 -3.126667 0.00 0.00 0.00
C 0.601757 4.483686 -0.174850 -0.09 0.15 0.24
N -4.879306 0.519162 0.727401 0.00 -0.02 0.10
H 0.769067 -1.199357 3.023100 0.03 0.00 -0.01
H -2.179562 1.150343 4.141882 0.04 0.00 -0.01
H -0.575169 0.194952 2.739593 -0.05 -0.01 -0.04
N -0.417152 -3.060831 -1.535606 0.02 0.06 -0.03
H 3.887718 -2.681607 -1.708943 0.00 0.00 0.00
H -4.166892 1.575481 -2.116300 0.01 0.00 0.00
C -4.454179 0.435676 2.009374 -0.07 -0.02 -0.14
O -1.960554 -0.860689 4.117384 -0.04 -0.01 0.02
C -1.694803 -2.440654 -1.842973 -0.02 -0.04 0.02
C 1.648126 -0.737833 2.589789 -0.01 -0.13 0.07
H 5.004966 -0.635322 3.048872 0.00 0.00 0.00
C 1.023391 4.639927 -2.501014 0.14 -0.03 -0.06
C 0.712876 -2.327916 -1.435394 0.09 -0.18 0.11
C 3.123668 -2.230943 -1.074468 0.00 0.01 0.03
H 4.830360 0.744924 1.004956 0.00 0.00 0.00
C 1.527450 0.078391 1.465385 -0.20 -0.06 -0.02
C 2.696397 0.566763 0.902406 0.24 0.13 -0.13
H -0.504453 2.558445 -2.771867 -0.06 -0.06 -0.03
H -3.675484 0.281390 4.426084 0.00 0.02 0.01
H -2.531478 -1.635777 4.134992 0.02 0.00 -0.01
Cr 0.025374 0.892953 -1.038795 0.05 -0.50 -0.32
C -2.166348 0.422563 1.332250 0.24 0.06 0.21
C -0.776526 0.332056 1.682885 -0.16 0.03 0.16
H 3.470925 -2.255781 -0.038218 0.00 0.01 0.02
H 0.953837 -5.018654 -2.800690 0.00 -0.03 0.00
C 2.021049 6.225611 -0.998071 -0.04 -0.06 -0.01
C -2.764077 0.284929 3.826425 0.01 -0.01 0.00
H 0.872808 4.275314 -3.510843 -0.02 0.02 0.00
H 1.529629 5.940935 1.079877 -0.01 0.01 0.00
C 0.387597 3.976528 -1.449920 -0.24 -0.07 -0.27
C 1.399049 5.588140 0.066145 0.04 0.02 0.00
H 2.976341 -1.202087 -1.379565 0.01 -0.02 -0.01
H 0.871281 -6.190335 -1.480517 0.00 0.00 0.02
```
Forces are in eV/Å.

Computed properties:
Molecular weight = 672.9 g mol⁻¹
2S+1 = 4
Energy relative to the best compared isomer or geometry (same formula, charge and spin) = 0.00 kJ/mol
Total charge = +1

Löwdin population analysis, charges in e, atoms 1 to 8:
1. I 1.38
2. N -0.06
3. C -0.15
4. C -0.06
5. C 0.00
6. H 0.10
7. H 0.12
8. H 0.11

***

Molecular formula: C15H25BFN4O8S2
Method: DFT, ωB97M-V/def2-TZVPD

XYZ file:
```
56
Properties=species:S:1:pos:R:3:forces:R:3
H 1.077499 4.797479 5.298298 -0.05 0.01 0.04
N -2.277658 -2.610080 0.943984 -0.68 0.29 1.10
C 0.882105 -2.387474 -1.987386 -1.78 -1.26 1.35
C 3.723243 -1.214935 -5.600537 0.53 0.63 0.15
C -2.478446 -1.330598 1.676631 0.21 1.88 0.20
O -1.067893 5.046904 3.548517 0.12 -0.24 -0.73
H -0.182400 4.774004 0.181252 0.06 -0.03 0.13
C -1.559861 -1.998455 -1.248240 2.67 0.41 -2.11
H 2.586494 -2.179201 1.221427 0.47 -0.15 -0.36
H -2.230788 -3.431542 1.547449 0.32 0.20 -0.48
H 4.447019 -1.864133 -6.188867 -0.99 0.54 0.66
H -1.794986 4.618988 0.932782 0.05 0.03 0.04
H -2.965070 -0.605144 0.956171 0.38 -0.88 0.87
H 3.559399 -0.283947 -6.229561 0.14 -1.14 0.61
H 3.494129 -3.479647 1.560046 -0.04 0.37 -0.62
O 1.237890 5.038320 2.651846 -0.10 -0.53 0.02
H 0.134723 6.252797 5.583347 -0.09 -0.06 0.05
C -0.488682 -1.897143 -2.271197 0.55 -0.90 2.24
H -0.658214 -1.434365 -3.279656 -0.01 -0.55 1.35
C 2.088567 -2.277403 -2.999624 0.84 0.31 0.63
N 3.238532 -2.843922 0.792236 -0.50 -0.12 0.00
H 3.226785 -3.746235 -1.194974 -0.83 0.30 0.96
O -0.183403 2.980775 2.500763 0.25 0.05 0.17
H -0.431946 -3.316176 2.858735 0.14 0.01 -1.09
C -1.038107 4.573088 4.900134 0.19 -0.12 0.96
H 4.281855 -0.878096 -4.686306 -0.55 -0.49 -0.75
S -0.039599 4.411741 2.490985 -0.57 0.78 -0.02
H -2.587137 -1.011164 -3.661754 -0.16 0.37 0.22
C -1.164967 -0.631196 2.217876 -0.20 -0.02 -0.64
H -0.430198 -0.511882 1.368757 -0.57 -0.08 0.93
H -3.181812 -1.449226 2.547094 0.55 -0.43 -1.16
O 2.032326 -2.858535 -4.243915 -0.96 1.33 1.06
H -1.408028 0.422921 2.553466 0.29 -1.33 -0.19
C 0.122345 5.165345 5.676895 0.30 -0.01 -0.13
H 1.195336 -0.737616 -6.417915 0.37 -0.60 -0.45
H -0.684334 -1.232308 3.034318 -0.44 0.83 -0.62
F -1.640966 1.233398 -3.329258 -1.53 -1.12 0.68
N -3.100052 -0.608609 -2.872178 2.40 0.13 0.30
H -0.857856 6.137832 1.112527 0.03 -0.07 0.04
C -2.744976 0.755773 -2.608871 -0.40 0.38 -0.15
O 3.052311 -1.688013 -2.572808 -1.10 -0.50 -0.48
O 1.272773 -1.691311 -6.240443 0.63 -0.15 2.19
N -1.271245 -2.568544 0.011067 1.89 -0.26 -1.63
S 0.432000 -3.823876 1.918095 -0.49 0.26 -0.92
C -2.960831 -1.447461 -1.653330 -1.90 -0.20 0.28
C 0.012587 -3.075096 0.298340 0.72 0.80 -0.68
H -1.013983 3.480536 4.924897 0.03 0.04 -0.20
H 2.327227 -4.636599 0.147198 0.30 0.88 -0.97
B 2.325711 -1.938504 -5.317845 -0.09 0.73 -1.95
O -3.985649 -1.677956 -1.072427 1.58 -0.06 -0.01
O -3.349483 1.453982 -1.869180 0.95 -0.42 -0.43
H 0.052773 4.899719 6.733347 -0.09 0.01 -0.06
C 1.148669 -3.016517 -0.680071 -1.37 0.76 -0.83
C -0.802263 5.053727 1.032273 -0.13 0.01 0.02
C 2.568437 -3.613579 -0.292149 -1.26 -0.66 0.78
H -1.976255 4.885206 5.361658 -0.05 0.06 -0.36
```
Forces are in eV/Å.

Computed properties:
Molecular weight = 483.3 g mol⁻¹
Total charge = +1
Energy = -63356.986 eV

Löwdin population analysis, charges in e, atoms 1 to 8:
1. H 0.07
2. N -0.01
3. C 0.04
4. C 0.01
5. C -0.19
6. O -0.26
7. H 0.08
8. C 0.01

***

> What is the molecular weight in the second record?

483.3 g mol⁻¹

***

> Among the records above, which one has the lowest molecular weight?

C15H25BFN4O8S2